No. 1
{
  "formula": "C2H7N3",
  "method": "wB97M-V/def2-TZVPD",
  "symbols": ["C", "C", "H", "H", "H", "H", "H", "H", "H", "N", "N", "N"],
  "xyz": [[-2.32, 0.09, 0.04], [0.03, 0.14, -0.11], [-2.84, -0.55, 0.73], [-2.78, 0.21, -0.96], [-2.26, 1.14, 0.44], [0.22, 1.28, -0.21], [1.34, -1.51, -0.10], [2.96, 0.12, 0.99], [3.01, -0.06, -0.82], [-1.02, -0.61, -0.04], [1.24, -0.47, 0.01], [2.41, 0.22, 0.01]],
  "relative_energy_kj_mol": 214.8,
  "lumo_ha": 0.0396
}

No. 2
{
  "formula": "C19H28ClIrO6",
  "method": "wB97M-V/def2-TZVPD",
  "symbols": ["O", "C", "C", "H", "H", "C", "H", "H", "C", "H", "H", "H", "C", "H", "H", "H", "Ir", "C", "C", "C", "H", "C", "C", "H", "H", "H", "H", "C", "C", "C", "H", "C", "C", "H", "H", "H", "H", "O", "C", "C", "H", "H", "C", "H", "H", "C", "H", "H", "H", "H", "O", "Cl", "O", "O", "O"],
  "xyz": [[-0.52, -1.35, -3.83], [0.68, -1.65, -4.60], [-0.01, -1.89, -5.92], [1.16, -2.55, -4.16], [1.36, -0.80, -4.65], [-1.27, -1.61, -5.06], [0.07, -2.91, -6.28], [0.18, -1.12, -6.67], [-2.14, -2.85, -4.97], [-1.52, -3.72, -4.71], [-2.59, -3.04, -5.96], [-2.93, -2.71, -4.22], [-2.06, -0.38, -5.46], [-1.40, 0.50, -5.52], [-2.85, -0.20, -4.72], [-2.53, -0.53, -6.44], [-0.45, 1.33, 2.93], [0.37, 3.37, 3.56], [1.41, 2.38, 3.44], [1.41, 1.88, 2.08], [2.08, 2.05, 4.23], [0.35, 2.59, 1.36], [-0.27, 3.51, 2.28], [-1.08, 4.19, 2.05], [0.10, 3.88, 4.47], [2.05, 1.10, 1.69], [0.10, 2.45, 0.31], [-1.63, 0.46, 4.72], [-2.51, 0.67, 3.61], [-2.00, -0.07, 2.48], [-3.40, 1.29, 3.62], [-0.78, -0.75, 2.91], [-0.56, -0.40, 4.30], [0.27, -0.72, 4.92], [-1.72, 0.89, 5.71], [-2.44, -0.11, 1.49], [-0.13, -1.38, 2.30], [0.95, -2.03, -0.50], [0.16, -0.84, -0.85], [1.12, 0.20, -1.48], [-0.28, -0.48, 0.09], [-0.65, -1.09, -1.55], [2.31, -0.66, -1.94], [1.44, 0.87, -0.66], [0.67, 0.79, -2.29], [2.34, -1.72, -0.83], [3.23, -0.11, -2.13], [2.02, -1.17, -2.85], [2.82, -1.27, 0.07], [2.88, -2.63, -1.11], [2.17, 2.73, 7.36], [1.24, 1.68, 6.98], [0.99, 0.75, 8.06], [-0.02, 2.27, 6.49], [1.80, 0.92, 5.82]],
  "multiplicity": 6,
  "relative_energy_kj_mol": 0.0,
  "total_charge": 1,
  "lumo_ha": [-0.0831, -0.3219]
}